Entry 1:
Entry from the OMol25 dataset: C28H28Cl3GeN3PbSi as an isolated structure (the ωB97M-V functional and the def2-TZVPD basis).

Positions of all 65 atoms, in Å:
Pb1 0.0764 2.3583 0.8717
C1 -2.3624 -3.1248 -1.2650
C2 -1.7873 -2.0753 -1.9735
C3 -0.8282 -1.2748 -1.3667
C4 -0.4096 -1.5056 -0.0504
C5 -0.9973 -2.5640 0.6418
C6 -1.9655 -3.3656 0.0431
Ge1 0.9138 -0.2816 0.7621
C7 1.2924 -1.0574 2.5386
C8 2.5482 -1.5267 2.9269
C9 2.7737 -1.9783 4.2239
C10 1.7495 -1.9510 5.1611
C11 0.4961 -1.4758 4.7958
C12 0.2744 -1.0382 3.4968
C13 2.5666 -0.6041 -0.2816
C14 3.7085 0.1514 0.0125
C15 4.8651 0.0482 -0.7524
C16 4.8991 -0.8119 -1.8452
C17 3.7786 -1.5759 -2.1489
C18 2.6275 -1.4739 -1.3722
H1 -3.1172 -3.7479 -1.7302
H2 -2.0967 -1.8761 -2.9934
H3 -0.4013 -0.4465 -1.9234
H4 -0.6964 -2.7688 1.6632
H5 -2.4150 -4.1777 0.6021
H6 3.3656 -1.5340 2.2135
H7 3.7533 -2.3488 4.5045
H8 1.9296 -2.2876 6.1755
H9 -0.3003 -1.4203 5.5278
H10 -0.7064 -0.6492 3.2307
H11 3.6897 0.8427 0.8514
H12 5.7360 0.6438 -0.5039
H13 5.7936 -0.8879 -2.4526
H14 3.7991 -2.2522 -2.9964
H15 1.7635 -2.0794 -1.6241
Cl1 -1.4801 1.5713 5.0167
Si1 -0.0628 2.4332 3.6989
Cl2 1.7791 2.0090 4.6801
Cl3 -0.3042 4.5053 4.1580
C19 -3.8817 1.9619 -0.8527
C20 -3.2948 1.5140 0.4994
C21 -3.6663 0.0394 0.7247
C22 -3.9314 2.3591 1.6202
N1 -1.8756 1.5949 0.4826
H16 -4.9681 1.8183 -0.8799
H17 -3.4251 1.3764 -1.6562
H18 -3.6684 3.0223 -1.0203
H19 -4.7543 -0.0608 0.7857
H20 -3.2235 -0.3205 1.6581
H21 -3.2899 -0.5803 -0.0928
H22 -5.0242 2.2698 1.6221
H23 -3.6700 3.4131 1.4865
H24 -3.5467 2.0341 2.5903
N2 0.5763 1.1122 -7.5193
C23 0.6012 1.2615 -6.3814
C24 0.6373 1.4618 -4.9465
C25 1.7965 1.2044 -4.2326
C26 1.7910 1.4449 -2.8655
N3 0.7236 1.9038 -2.2136
C27 -0.3870 2.1374 -2.9082
C28 -0.4817 1.9362 -4.2767
H25 2.6774 0.8175 -4.7264
H26 2.6779 1.2566 -2.2714
H27 -1.2397 2.4874 -2.3330
H28 -1.4014 2.1326 -4.8100

Computed properties:
Electronic energy ... -5188.03693 Ha
Lowest unoccupied orbital energy (alpha / beta) ... 1.8 / 1.8 eV
Energy above the lowest of the compared OMol25 structures with the same formula, charge and spin ... 26.5 kJ/mol
<S²> ... 0.76
Kohn-Sham gap (alpha / beta) ... 0.2227 / 0.2245 hartree
2S+1 ... 2
Charge ... -1

=====

Entry 2:
Entry from the OMol25 dataset: C28H28IrN3O2 as an isolated structure (the ωB97M-V functional and the def2-TZVPD basis).

Positions of all 62 atoms, in Å:
Ir1 -0.4993 -0.0860 -0.5198
O1 6.0892 1.1630 3.7625
C1 6.1081 0.0046 3.7659
O2 6.0776 -1.1540 3.7647
C2 3.5641 -0.0017 2.2029
C3 3.0231 1.1992 1.8772
C4 1.7954 1.1359 1.1057
N1 1.3151 -0.0420 0.7136
C5 1.8071 -1.1998 1.1522
C6 3.0324 -1.2251 1.9242
C7 0.9787 -2.3550 0.9530
C8 1.3769 -3.6445 1.3229
C9 0.4684 -4.6909 1.2330
C10 -0.8083 -4.4022 0.8018
C11 -1.1417 -3.0861 0.4186
N2 -0.2814 -2.0863 0.4666
C12 0.9593 2.2786 0.8551
C13 1.3534 3.5811 1.1663
C14 0.4343 4.6220 1.0427
C15 -0.8426 4.3099 0.6421
C16 -1.1690 2.9714 0.3218
N3 -0.2993 1.9843 0.3975
H1 3.4607 2.1343 2.2032
H2 3.4758 -2.1431 2.2887
H3 2.3782 -3.8298 1.6833
H4 0.7525 -5.6961 1.5145
H5 -1.5676 -5.1718 0.7454
H6 -2.1382 -2.8499 0.0682
H7 2.3572 3.7915 1.5061
H8 0.7153 5.6398 1.2781
H9 -1.6094 5.0707 0.5668
H10 -2.1676 2.7090 -0.0001
C17 -0.8815 -2.6952 -2.8058
C18 -0.4202 -1.2657 -2.6464
C19 0.9656 -0.9998 -2.6235
C20 1.9464 -2.1485 -2.5816
C21 1.4424 0.3223 -2.7020
C22 2.9312 0.5570 -2.8290
C23 0.5468 1.4080 -2.7156
C24 1.0722 2.8261 -2.7329
C25 -0.8390 1.1640 -2.7141
C26 -1.8386 2.2861 -2.8963
C27 -1.3412 -0.1738 -2.6394
C28 -2.8499 -0.3964 -2.7234
H11 -0.5691 -3.0578 -3.7877
H12 -1.9561 -2.8121 -2.7407
H13 -0.4246 -3.3622 -2.0780
H14 2.1807 -2.5056 -3.5879
H15 1.5491 -3.0028 -2.0371
H16 2.8888 -1.8602 -2.1211
H17 3.4383 0.5439 -1.8577
H18 3.1541 1.5068 -3.3037
H19 3.3920 -0.2174 -3.4384
H20 1.1423 3.2268 -3.7466
H21 2.0640 2.8892 -2.2931
H22 0.4186 3.4957 -2.1769
H23 -2.2630 2.2182 -3.9009
H24 -1.3921 3.2706 -2.8104
H25 -2.6766 2.2179 -2.2040
H26 -3.3322 -0.3376 -1.7450
H27 -3.1042 -1.3570 -3.1564
H28 -3.3273 0.3537 -3.3478

Computed properties:
Electronic energy ... -1501.72413 Ha
Lowest unoccupied orbital energy (alpha / beta) ... -10.6 / -13.9 eV
Energy above the lowest of the compared OMol25 structures with the same formula, charge and spin ... 0.0 kJ/mol
<S²> ... 8.81
Kohn-Sham gap (alpha / beta) ... 0.2275 / 0.1548 hartree
2S+1 ... 6
Charge ... +3

=====

Entry 3:
Entry from the OMol25 dataset: C24H21CuN6O5 as an isolated structure (the ωB97M-V functional and the def2-TZVPD basis).

Positions of all 57 atoms, in Å:
Cu1 11.2044 12.6168 5.5796
C1 15.4396 13.2380 5.4864
C2 14.0181 13.5905 5.4068
O1 13.1855 12.6064 5.3842
C3 13.6266 14.9589 5.3156
C4 14.6012 15.9933 5.3681
C5 14.2713 17.3444 5.3469
C6 12.9623 17.6924 5.2768
C7 11.9573 16.7582 5.1379
C8 12.2284 15.3779 5.2812
O2 11.1698 14.5363 5.2706
H1 15.5602 12.1631 5.6591
H2 15.9175 13.9169 6.2155
H3 15.9217 13.5612 4.5117
H4 15.6838 15.7757 5.5291
H5 15.0206 18.1098 5.3749
H6 12.7162 18.7879 5.2738
H7 10.8946 17.0478 5.0629
O3 6.3029 7.1620 4.9939
N1 7.5044 7.2708 5.3459
O4 8.3022 6.3149 5.6639
C9 8.0118 8.5675 5.1397
C10 7.0829 9.6018 4.8245
C11 7.4802 10.9096 4.5542
C12 6.5524 11.9651 4.1730
C13 7.0508 13.2206 4.0063
C14 8.4025 13.4723 4.4275
N2 9.2195 12.5509 4.8737
C15 8.7589 11.2695 4.9869
C16 9.7405 10.2560 5.3457
N3 11.0128 10.6690 5.5278
C17 11.9935 9.7913 5.7519
C18 11.6641 8.4224 5.8583
C19 10.4020 7.9556 5.5393
C20 9.3609 8.8931 5.3800
H8 6.0181 9.3279 4.9368
H9 5.5579 11.6677 3.8965
H10 6.4713 14.0597 3.6974
H11 8.7669 14.5512 4.4929
H12 13.0068 10.1936 5.8980
H13 12.5021 7.7108 6.0375
H14 10.2635 6.8797 5.4572
C21 7.9832 13.3331 9.8435
N4 9.2992 13.0946 9.3916
C22 9.9633 11.8254 9.6824
C23 11.1592 11.8253 8.6496
O5 11.8793 10.8435 8.5100
N5 10.8975 12.8701 7.7234
C24 9.8360 13.5744 8.2330
N6 9.4210 14.6638 7.6399
H15 7.7597 14.4829 9.8821
H16 7.8681 12.9680 10.8556
H17 7.3047 12.8447 9.2438
H18 9.2637 10.9841 9.5956
H19 10.2497 11.8809 10.7555
H20 9.9047 14.9210 6.7677
H21 8.5480 15.1269 7.8914

Computed properties:
Electronic energy ... -3272.13454 Ha
Lowest unoccupied orbital energy (alpha / beta) ... -4.4 / -4.4 eV
Energy above the lowest of the compared OMol25 structures with the same formula, charge and spin ... 119.0 kJ/mol
<S²> ... 0.75
Kohn-Sham gap (alpha / beta) ... 0.2357 / 0.2339 hartree
2S+1 ... 2
Charge ... +1

=====

Entry 4:
Entry from the OMol25 dataset: a 2-piece molecular cluster, C5H6F2N2S overall (the ωB97M-V functional and the def2-TZVPD basis).

Positions of all 16 atoms, in Å:
C1 1.9709 -0.6594 -0.5640
C2 0.8996 0.2373 -0.7747
C3 2.3731 -0.8867 -1.8607
C4 -1.2121 0.8190 0.4169
C5 0.2664 1.2687 0.1913
N1 0.7158 0.5376 -2.0545
N2 1.6130 -0.2478 -2.7383
F1 3.3391 -1.6584 -2.3103
F2 2.3479 -2.9731 2.2156
S1 3.4250 -1.8900 1.5179
H1 -1.2399 0.0349 1.2086
H2 -1.6271 0.3935 -0.4573
H3 -1.9172 1.6358 0.8303
H4 0.8905 1.2252 1.0978
H5 0.3106 2.2207 -0.2793
H6 1.5584 -0.2518 -3.7479

Computed properties:
Electronic energy ... -901.35225 Ha
Lowest unoccupied orbital energy (alpha / beta) ... -2.7 / -2.7 eV
Energy above the lowest of the compared OMol25 structures with the same formula, charge and spin ... 238.0 kJ/mol
Kohn-Sham gap (alpha / beta) ... 0.2554 / 0.2557 hartree
2S+1 ... 1